Record 1
Here is C27H29BrFNOPPdTe as an isolated structure from OMol25. Energies are from the ωB97M-V functional and the def2-TZVPD basis.

Atoms and positions in Å:
Pd (0.80, 0.55, 1.03)
F (4.63, 0.67, -3.28)
C (4.25, 0.79, -2.00)
C (4.14, -0.35, -1.22)
C (3.72, -0.22, 0.09)
C (3.38, 1.05, 0.64)
C (2.97, 1.18, 1.98)
C (3.53, 2.18, -0.21)
C (3.96, 2.06, -1.51)
H (4.40, -1.31, -1.65)
H (3.64, -1.09, 0.73)
H (2.86, 2.17, 2.40)
H (3.02, 0.34, 2.65)
H (3.32, 3.16, 0.20)
H (4.09, 2.92, -2.15)
C (-0.76, -3.17, 1.21)
P (1.00, -2.82, 1.24)
C (1.77, -4.17, 2.14)
C (1.53, -2.95, -0.47)
O (1.34, -1.49, 1.87)
H (-0.93, -4.21, 0.92)
H (-1.25, -2.52, 0.48)
H (-1.20, -3.00, 2.19)
H (1.56, -5.12, 1.66)
H (1.40, -4.18, 3.16)
H (2.85, -4.01, 2.16)
H (1.16, -3.87, -0.92)
H (2.62, -2.94, -0.53)
H (1.14, -2.10, -1.04)
Te (0.17, 2.20, -0.95)
C (-1.89, 2.53, -0.63)
C (-2.85, 2.26, -1.59)
C (-4.18, 2.54, -1.33)
C (-4.55, 3.10, -0.11)
C (-3.58, 3.39, 0.84)
C (-2.25, 3.10, 0.59)
C (0.07, 0.63, -2.36)
C (-0.92, -0.35, -2.34)
C (-0.87, -1.40, -3.24)
C (0.17, -1.50, -4.15)
C (1.15, -0.52, -4.18)
C (1.10, 0.55, -3.30)
H (-2.57, 1.85, -2.55)
H (-4.93, 2.33, -2.08)
H (-5.59, 3.33, 0.09)
H (-3.86, 3.84, 1.78)
H (-1.50, 3.31, 1.34)
H (-1.74, -0.28, -1.64)
H (-1.65, -2.15, -3.23)
H (0.21, -2.32, -4.85)
H (1.96, -0.57, -4.90)
H (1.85, 1.33, -3.35)
Br (0.12, 1.65, 4.10)
C (-1.40, 0.92, 3.25)
C (-2.61, 0.94, 3.91)
C (-3.72, 0.44, 3.26)
C (-3.57, -0.06, 1.97)
C (-2.32, -0.03, 1.40)
N (-1.23, 0.44, 2.02)
H (-2.68, 1.34, 4.91)
H (-4.69, 0.44, 3.74)
H (-4.41, -0.45, 1.41)
H (-2.15, -0.40, 0.39)

Calculated values
Total charge ... +1
ΔE to the lowest compared entry with this formula, charge and spin ... 1.9 kcal per mole
E_HOMO (spin up / spin down) ... -9.640 / -10.975 eV
Multiplicity ... 3

***

Record 2
Here is C2H3FOS as an isolated structure at a distorted geometry from OMol25. Energies are from the ωB97M-V functional and the def2-TZVPD basis.

Atoms and positions in Å:
C (0.33, 0.39, 0.49)
C (-1.18, 0.16, 0.43)
H (1.56, 0.51, 1.81)
H (-1.55, -1.07, 0.98)
H (-1.56, 1.08, 1.01)
O (0.68, 0.88, 1.64)
F (-1.56, 0.00, -1.02)
S (0.95, -0.68, -0.83)

Calculated values
Total charge ... 0
ΔE to the lowest compared entry with this formula, charge and spin ... 83.0 kcal per mole
E_HOMO ... -8.672 eV

***

Record 3
Here is C8H4ClMoNS6 as an isolated structure from OMol25. Energies are from the ωB97M-V functional and the def2-TZVPD basis.

Atoms and positions in Å:
Mo (0.06, -0.13, 0.24)
S (5.30, 0.04, 5.29)
C (4.14, 0.01, 4.14)
S (2.46, -0.33, 4.49)
C (1.88, -0.14, 2.86)
C (2.79, 0.17, 1.91)
S (2.32, 0.41, 0.25)
S (4.43, 0.35, 2.46)
S (0.18, -0.34, 2.44)
S (-2.42, 0.24, 0.17)
C (-1.87, 1.87, 0.05)
C (-2.62, 3.05, 0.02)
C (-1.95, 4.25, -0.06)
C (-0.55, 4.30, -0.10)
C (0.14, 3.11, -0.07)
N (-0.52, 1.94, -0.01)
H (-3.69, 3.00, 0.07)
H (-2.51, 5.18, -0.09)
H (-0.01, 5.24, -0.16)
H (1.22, 3.04, -0.08)
Cl (-0.08, -2.14, -0.78)

Calculated values
Total charge ... 0
ΔE to the lowest compared entry with this formula, charge and spin ... 8.8 kcal per mole
E_HOMO (spin up / spin down) ... -7.997 / -7.993 eV

***

Record 4
Here is a 3-piece molecular cluster, C4H14O3 overall from OMol25. Energies are from the ωB97M-V functional and the def2-TZVPD basis.

Atoms and positions in Å:
C (-0.46, 2.26, -0.42)
O (-0.97, 2.61, 0.87)
C (0.69, 1.27, -0.26)
C (1.57, 1.44, 0.97)
C (2.99, 0.94, 0.69)
H (-1.28, 1.85, -1.03)
H (-0.12, 3.18, -0.91)
H (-1.69, 3.24, 0.81)
H (1.30, 1.43, -1.16)
H (0.31, 0.27, -0.41)
H (1.20, 0.93, 1.86)
H (1.51, 2.49, 1.17)
H (2.90, 0.03, 0.11)
H (3.52, 0.69, 1.61)
H (3.61, 1.66, 0.16)
H (-3.45, -4.84, -1.85)
H (-2.77, -5.61, -0.66)
O (-3.06, -5.68, -1.58)
H (-2.17, -2.30, 0.62)
H (-1.38, -2.90, -0.52)
O (-2.24, -2.97, -0.08)

Calculated values
Structure (SMILES) ... CCCCO.O.O
Total charge ... 0
ΔE to the lowest compared entry with this formula, charge and spin ... 20.4 kcal per mole
E_HOMO ... -10.323 eV

***

Record 5
Here is C41H39N3O3PtSTe as an isolated structure at a distorted geometry from OMol25. Energies are from the ωB97M-V functional and the def2-TZVPD basis.

Atoms and positions in Å:
Pt (-0.89, 1.05, -1.07)
C (-6.12, 2.50, 1.22)
C (-5.06, 3.53, 1.56)
N (-4.01, 3.61, 0.52)
C (-4.19, 4.67, -0.48)
C (-3.57, 5.98, -0.04)
C (-2.99, 2.77, 0.56)
S (-1.74, 3.06, -0.70)
N (-2.92, 1.91, 1.53)
C (-2.20, 0.81, 1.63)
O (-1.60, 0.21, 0.68)
C (-2.10, 0.18, 2.96)
C (-1.11, -0.77, 3.18)
C (-1.00, -1.37, 4.43)
C (-1.88, -1.02, 5.44)
C (-2.87, -0.07, 5.22)
C (-2.98, 0.54, 3.98)
H (-6.90, 2.51, 1.97)
H (-5.69, 1.50, 1.18)
H (-6.58, 2.72, 0.25)
H (-4.57, 3.29, 2.50)
H (-5.49, 4.53, 1.64)
H (-5.26, 4.77, -0.63)
H (-3.77, 4.34, -1.44)
H (-3.98, 6.31, 0.92)
H (-3.78, 6.76, -0.78)
H (-2.49, 5.90, 0.07)
H (-0.42, -1.02, 2.39)
H (-0.23, -2.10, 4.61)
H (-1.79, -1.48, 6.41)
H (-3.55, 0.20, 6.01)
H (-3.74, 1.28, 3.80)
C (2.48, -4.50, 1.57)
C (1.98, -3.18, 1.05)
C (2.44, -1.96, 1.59)
C (1.98, -0.73, 1.16)
C (2.36, 0.53, 1.92)
O (1.48, 1.27, 2.31)
C (3.80, 0.82, 2.19)
C (4.82, 0.27, 1.43)
C (6.14, 0.60, 1.68)
C (6.44, 1.48, 2.71)
C (5.42, 2.03, 3.48)
C (4.11, 1.71, 3.22)
C (1.06, -0.68, 0.09)
O (0.77, 0.55, -0.35)
C (0.57, -1.88, -0.47)
C (1.06, -3.11, 0.03)
C (-0.34, -1.85, -1.59)
N (-0.93, -0.76, -1.98)
C (-1.76, -0.65, -3.21)
C (-1.00, 0.14, -4.29)
Te (0.02, 1.80, -3.39)
C (1.96, 1.01, -3.35)
C (2.79, 1.34, -2.28)
C (4.10, 0.91, -2.29)
C (4.59, 0.17, -3.35)
C (3.76, -0.14, -4.43)
C (2.45, 0.29, -4.44)
C (-0.57, -3.10, -2.37)
C (-1.63, -3.94, -2.02)
C (-1.83, -5.10, -2.75)
C (-0.99, -5.42, -3.81)
C (0.06, -4.58, -4.15)
C (0.28, -3.42, -3.43)
H (3.29, -4.36, 2.28)
H (2.84, -5.13, 0.76)
H (1.68, -5.04, 2.08)
H (3.16, -1.98, 2.40)
H (4.59, -0.43, 0.63)
H (6.94, 0.18, 1.09)
H (7.47, 1.74, 2.92)
H (5.66, 2.71, 4.29)
H (3.30, 2.14, 3.80)
H (0.67, -4.03, -0.40)
H (-2.69, -0.15, -2.94)
H (-2.01, -1.64, -3.58)
H (-1.66, 0.52, -5.06)
H (-0.22, -0.47, -4.74)
H (2.42, 1.93, -1.45)
H (4.75, 1.18, -1.46)
H (5.62, -0.17, -3.36)
H (4.15, -0.70, -5.27)
H (1.83, 0.09, -5.30)
H (-2.27, -3.69, -1.19)
H (-2.65, -5.76, -2.49)
H (-1.16, -6.33, -4.37)
H (0.72, -4.84, -4.97)
H (1.11, -2.77, -3.66)

Calculated values
Total charge ... +2
ΔE to the lowest compared entry with this formula, charge and spin ... 15.5 kcal per mole
E_HOMO ... -13.501 eV

***

Record 6
Here is a 2-piece molecular cluster, C9H9O2S2 overall at a distorted geometry from OMol25. Energies are from the ωB97M-V functional and the def2-TZVPD basis.

Atoms and positions in Å:
C (-1.50, 1.02, -1.41)
C (-1.78, 1.69, -0.18)
C (-0.62, -0.13, -1.49)
C (-1.30, 1.14, 0.98)
C (-0.02, -0.35, -0.30)
C (-0.36, 0.14, 0.93)
C (1.00, -1.38, -0.12)
C (1.25, -1.43, 1.32)
C (0.44, -0.59, 1.91)
O (2.45, 3.31, 0.57)
O (1.94, 1.60, -1.10)
S (3.74, 0.68, 1.19)
S (1.96, 1.98, 0.31)
H (-1.91, 1.45, -2.26)
H (-2.40, 2.57, -0.11)
H (-0.39, -0.40, -2.46)
H (-1.48, 1.51, 1.98)
H (0.58, -2.30, -0.60)
H (1.84, -1.11, -0.82)
H (2.00, -2.04, 1.75)
H (4.75, 1.37, 0.60)
H (0.18, -0.35, 2.97)

Calculated values
Total charge ... -1
ΔE to the lowest compared entry with this formula, charge and spin ... 38.7 kcal per mole
E_HOMO ... -3.684 eV